Below is the molecule C16H23NOS, with properties calculated with wB97M-V/def2-TZVPD.

```
42
C16H23NOS, DFT wB97M-V/def2-TZVPD
H 0.00 0.82 -2.28
H -0.13 1.02 1.55
H 3.86 1.38 1.15
C -2.40 -1.92 -0.22
C -2.25 1.44 1.29
H 0.42 3.55 0.95
C 1.99 -1.36 0.50
H -2.11 -4.02 -0.36
H 2.08 0.00 2.15
N -1.98 -0.81 0.42
C 2.48 -0.25 1.18
H 0.01 -2.57 -0.98
H -2.61 0.92 2.19
C -2.47 0.52 0.10
H -0.76 2.34 2.52
H 3.92 -1.20 -2.26
C 0.34 2.26 -0.75
H 4.77 0.79 -1.07
H -1.15 3.51 0.19
C -0.33 0.98 -1.25
C -0.18 -3.13 -0.07
H 0.24 -4.13 -0.15
C -1.86 1.01 -1.23
S 0.70 -2.28 1.30
H -2.23 2.01 -1.44
C 3.48 0.52 0.62
H 0.02 0.13 -0.67
H 0.34 3.01 -1.54
H 2.18 -2.59 -1.26
H -2.24 0.34 -2.00
H -1.86 -3.38 1.27
C 2.52 -1.71 -0.73
H 1.38 2.02 -0.52
C -1.68 -3.20 0.21
H -1.23 -0.89 1.09
C -0.31 2.89 0.49
C 3.52 -0.93 -1.29
C 4.00 0.19 -0.63
C -0.80 1.88 1.53
H -2.86 2.33 1.16
H -3.55 0.41 -0.07
O -3.26 -1.92 -1.07
```

The value obtained for the energy is -1151.69355 Eh. The HOMO energy is -8.53 eV. The SMILES is O=C(CCSc1ccccc1)NC1CCCCCC1. The charge is 0. The HOMO-LUMO gap comes out at 0.33842 Eh.

Below is a structure of composition C16H24AgI2O12 at a distorted geometry, with properties calculated with wB97M-V/def2-TZVPD.

```
55
C16H24AgI2O12, DFT wB97M-V/def2-TZVPD
H -5.35 -4.05 -23.26
C -6.66 -8.63 -12.71
C -7.07 -4.85 -21.11
C -6.26 -4.65 -23.25
C -8.66 -8.50 -20.69
C -4.47 -8.00 -19.81
C -9.13 -11.19 -22.88
H -1.22 -6.89 -21.10
C -2.01 -6.38 -21.66
H -1.61 -6.39 -22.68
H -2.10 -5.35 -21.32
C -7.56 -3.86 -23.09
O -7.19 -5.19 -19.98
H -9.14 -11.84 -22.01
Ag -6.75 -6.46 -17.99
O -7.97 -7.92 -19.93
H -4.78 -9.43 -11.94
O -7.78 -3.86 -21.68
H -8.20 -11.25 -23.45
H -3.71 -8.97 -22.58
O -6.55 -6.74 -14.01
C -6.22 -5.63 -24.40
H -8.37 -4.42 -23.56
H -7.47 -2.85 -23.48
O -6.23 -5.41 -22.01
C -9.33 -9.73 -22.49
H -2.26 -9.00 -21.60
H -5.09 -7.14 -12.63
C -6.18 -7.20 -12.71
H -10.88 -10.26 -21.08
O -6.54 -7.73 -16.02
H -5.36 -6.29 -24.30
C -10.52 -9.38 -21.61
H -6.62 -6.58 -11.93
H -6.08 -5.12 -25.36
C -6.52 -7.80 -14.83
O -8.22 -9.37 -21.63
O -10.01 -8.39 -20.74
H -6.12 -10.62 -12.04
H -9.24 -9.14 -23.41
I -4.90 -4.51 -17.15
H -7.12 -6.23 -24.45
I -9.44 -6.00 -16.98
H -9.87 -11.54 -23.61
H -3.99 -6.68 -22.33
H -11.33 -8.98 -22.22
H -7.73 -8.80 -12.58
C -3.34 -7.09 -21.55
C -5.86 -9.58 -11.87
H -6.12 -9.39 -10.82
O -5.17 -8.07 -18.86
C -3.29 -8.63 -21.63
O -6.45 -8.95 -14.13
O -3.86 -6.88 -20.24
O -4.12 -9.06 -20.58
```

As for the multiplicity: 2. The value obtained for the energy is -2269.38035 Eh. The HOMO energy (spin up / spin down) is -7.44 / -6.90 eV. The charge is 0. The HOMO-LUMO gap (spin up / spin down) comes out at 0.28071 / 0.17677 Eh.

Below is a structure of composition C16H24AgI2O12 at a distorted geometry, with properties calculated with wB97M-V/def2-TZVPD.

```
55
C16H24AgI2O12, DFT wB97M-V/def2-TZVPD
H -9.41 -20.32 -9.17
H -11.49 -16.88 -13.24
H -6.34 -19.05 -7.95
C -11.32 -18.88 -14.01
O -7.57 -23.38 -14.46
C -11.70 -17.91 -12.92
O -7.13 -19.35 -12.52
O -6.47 -14.75 -13.12
H -7.40 -21.56 -9.36
C -7.52 -25.76 -14.24
O -6.26 -22.80 -12.75
H -8.78 -24.42 -13.16
C -8.48 -15.25 -12.00
H -6.74 -20.62 -7.19
O -9.94 -19.22 -13.94
I -3.41 -19.55 -13.06
H -12.04 -17.43 -15.51
H -11.92 -19.79 -13.92
C -7.39 -19.59 -11.38
H -11.14 -18.14 -12.01
H -9.40 -14.99 -12.53
Ag -5.76 -19.10 -14.49
O -10.12 -18.11 -15.87
H -9.67 -16.09 -10.40
H -7.83 -26.62 -13.63
H -8.85 -14.62 -9.98
C -6.72 -22.44 -13.96
C -6.38 -20.13 -8.09
C -7.43 -14.13 -12.28
H -7.10 -24.15 -11.43
O -6.43 -21.44 -14.52
O -6.52 -20.09 -10.48
H -5.85 -24.81 -12.52
O -8.59 -19.34 -10.81
H -6.47 -25.93 -14.45
I -5.09 -18.39 -17.11
C -11.46 -18.35 -15.46
H -7.89 -13.31 -12.83
H -11.93 -19.09 -16.10
O -7.90 -16.39 -12.64
C -6.70 -24.13 -12.44
H -7.95 -16.14 -10.08
H -8.57 -18.80 -8.82
C -6.76 -16.05 -13.29
C -8.55 -19.71 -9.44
C -7.75 -24.45 -13.52
C -9.27 -18.74 -15.02
H -5.35 -20.43 -8.28
H -12.76 -17.99 -12.68
O -8.11 -18.85 -15.19
O -6.10 -16.80 -13.92
H -8.10 -25.78 -15.16
C -8.73 -15.55 -10.55
C -7.23 -20.48 -9.29
H -6.98 -13.76 -11.36
```

As for the multiplicity: 2. The value obtained for the energy is -2269.39025 Eh. The HOMO energy (spin up / spin down) is -7.38 / -7.19 eV. The charge is 0. The HOMO-LUMO gap (spin up / spin down) comes out at 0.27446 / 0.20273 Eh.

Below is a structure of composition C16H24AsCa2F6NO15 at a distorted geometry, with properties calculated with wB97M-V/def2-TZVPD.

```
65
C16H24AsCa2F6NO15, DFT wB97M-V/def2-TZVPD
F 6.75 3.79 -1.98
H -0.42 0.50 -10.92
C 1.66 -1.84 11.33
H -0.21 4.39 1.03
C -2.96 -5.59 0.43
H -2.99 0.38 -8.17
F 4.46 3.54 -3.05
O -3.70 3.09 2.87
O 0.77 -1.04 -6.89
C -1.02 1.11 -8.85
F 6.11 5.47 -3.78
H 1.89 0.57 9.54
O -3.07 3.48 0.76
O 1.98 -0.87 2.05
H -3.50 4.43 -1.29
O 4.00 -0.26 1.73
H -1.36 3.08 -0.08
F 6.22 1.83 -3.62
H 2.44 -0.87 8.61
C -2.75 -4.57 -0.69
N 3.01 -1.02 1.44
H -2.18 -0.71 -9.31
C -0.05 -0.53 -7.64
H -2.83 -7.50 1.17
H -3.06 -5.22 1.44
H -0.79 0.88 9.16
H -1.04 5.87 1.12
C -1.90 4.00 0.13
F 5.63 3.51 -5.47
H -1.82 -4.91 -1.14
C -2.02 -0.02 -8.48
H -1.11 2.04 -8.30
H -0.18 0.68 10.82
Ca 8.69 2.01 2.79
O 1.86 -2.36 12.40
C -0.62 0.16 9.96
Ca 6.63 -3.36 -2.42
O 0.48 -1.75 10.83
O -3.94 -4.59 -1.37
O 0.16 0.61 -8.39
O 3.09 -1.88 0.57
C -4.72 -5.47 -0.88
H -2.50 5.80 -1.12
H -1.98 4.36 -2.05
H -2.50 -3.57 -0.33
O 2.59 -1.15 10.54
O -5.85 -5.69 -1.19
C -2.20 -6.82 0.58
O -1.38 -0.83 -7.62
H -1.31 -6.57 1.15
H -1.67 1.75 -10.91
C 1.84 -0.51 9.45
C -2.98 3.58 2.07
C 0.36 -0.96 9.55
C -2.45 4.71 -1.14
O -4.29 -6.00 0.15
H 0.12 -1.43 8.59
F 7.82 3.53 -4.25
C -1.21 4.80 1.15
H 0.03 2.01 -10.29
H -1.83 -7.25 -0.35
As 6.12 3.66 -3.74
C -0.83 1.34 -10.35
O -1.90 4.39 2.38
H -1.59 -0.23 10.27
```

The value obtained for the energy is -5996.58279 Eh. The HOMO energy is -12.40 eV. The charge is +2. The HOMO-LUMO gap comes out at 0.04925 Eh.

Below is a structure of composition C16H24BaF16NO11RbS2 at a distorted geometry, with properties calculated with wB97M-V/def2-TZVPD.

```
72
C16H24BaF16NO11RbS2, DFT wB97M-V/def2-TZVPD
C 12.46 22.84 1.46
H 10.29 20.71 5.16
O 9.73 18.32 2.11
F 9.65 19.46 8.98
C 7.76 12.61 6.88
O 14.04 14.88 0.77
H 13.75 18.44 3.20
H 15.20 17.55 0.46
H 7.71 12.21 4.80
C 10.09 15.10 3.66
C 9.90 20.32 6.09
C 8.04 21.75 6.66
F 12.64 24.92 2.46
F 12.96 23.11 7.47
F 7.27 20.68 6.93
C 14.05 24.25 5.61
F 14.56 21.99 6.68
F 6.40 23.24 7.45
H 9.07 14.96 3.32
F 9.20 17.77 7.73
H 13.47 16.36 5.33
Ba 9.38 16.41 -0.13
H 14.69 25.10 3.84
H 8.26 11.65 7.00
O 10.51 19.59 0.72
Rb 10.33 20.63 -1.95
F 11.21 18.50 5.94
S 10.27 14.50 5.38
C 13.29 23.78 2.28
H 8.11 13.16 7.76
F 11.76 23.51 0.46
H 11.59 22.29 1.81
O 9.50 15.43 6.18
H 11.02 18.17 8.50
H 12.28 17.44 3.34
H 8.30 23.74 7.43
F 7.76 22.13 5.38
O 10.85 19.98 2.73
C 10.89 19.41 6.85
O 11.90 16.22 1.21
O 11.69 14.26 5.73
H 14.86 17.26 4.91
H 10.71 14.58 2.93
H 13.07 22.34 5.67
F 13.01 25.09 5.42
C 14.12 17.48 0.38
S 13.35 16.05 1.26
O 13.93 16.41 2.73
H 13.58 18.18 5.52
C 8.16 13.01 5.41
C 7.67 22.87 7.65
C 13.36 17.46 3.47
H 10.38 16.15 3.71
H 13.61 18.35 0.78
C 14.64 24.10 4.26
C 13.77 17.31 4.89
H 6.70 12.38 6.87
F 14.90 24.88 6.48
O 9.41 21.43 6.79
F 14.34 24.17 1.56
F 7.90 22.59 8.94
F 13.32 22.00 0.96
H 15.61 23.61 4.23
O 9.57 13.07 5.25
O 13.72 23.28 3.50
H 7.68 13.95 5.15
H 14.05 17.51 -0.71
H 9.12 19.66 5.70
N 10.35 19.31 1.88
F 12.02 20.20 7.12
C 13.66 22.91 6.39
C 10.18 18.67 8.02
```

As for the multiplicity: 2. The value obtained for the energy is -3949.00744 Eh. The HOMO energy (spin up / spin down) is -17.18 / -17.16 eV. The charge is +3. The HOMO-LUMO gap (spin up / spin down) comes out at 0.25280 / 0.11665 Eh.

Below is a structure of composition C16H24BeN6Si2, with properties calculated with wB97M-V/def2-TZVPD.

```
49
C16H24BeN6Si2, DFT wB97M-V/def2-TZVPD
C -1.56 1.72 0.76
H 1.99 3.17 -0.40
H -3.24 -0.26 2.97
C 0.00 -1.27 3.01
H -1.05 3.56 -1.83
H -4.01 3.80 1.90
Si -0.06 1.69 -0.43
H -2.64 -2.44 0.26
C -1.37 -1.23 -2.33
N -0.25 -2.24 -3.70
H -4.58 1.77 3.21
C -1.89 0.56 1.50
H 4.23 -2.46 1.81
Be 0.44 -0.48 -0.43
N 2.19 -0.79 -0.26
H -2.09 3.77 0.37
C -3.74 1.76 2.53
Si -0.83 -1.03 1.31
C -2.98 0.61 2.38
H -1.59 -3.42 1.28
C 3.93 -1.73 1.07
C -0.67 2.55 -2.02
H -0.70 -1.05 3.82
H -2.83 -2.41 2.01
C 4.41 0.08 -0.41
H -2.18 -0.76 -1.80
H 0.86 -0.61 3.12
C 2.62 -1.68 0.64
H 5.87 -0.83 0.88
C -2.34 2.87 0.93
H -1.48 1.98 -2.49
H 0.69 3.86 0.58
H -0.62 -2.92 -5.48
H 1.00 -2.71 -5.13
N -1.49 -1.86 -3.49
C 3.08 0.07 -0.78
C -2.09 -2.45 1.21
N 0.60 -1.91 -2.79
C 1.18 2.92 0.31
H 0.34 -2.30 3.15
H 0.13 2.64 -2.76
C -3.42 2.90 1.79
H 1.65 2.51 1.21
C 4.84 -0.83 0.55
H 2.69 0.77 -1.51
N 0.10 -3.03 -4.78
H 5.09 0.80 -0.85
N -0.10 -1.25 -1.90
H 1.87 -2.36 1.03
```

The value obtained for the energy is -1546.36018 Eh. The HOMO energy is -6.34 eV. The charge is 0. The HOMO-LUMO gap comes out at 0.23645 Eh.

Below is a structure of composition C16H24CeFeI2N2O3S2 at a distorted geometry, with properties calculated with wB97M-V/def2-TZVPD.

```
51
C16H24CeFeI2N2O3S2, DFT wB97M-V/def2-TZVPD
H -3.27 -1.33 0.98
H -4.75 -0.60 -2.43
C -3.09 -0.52 -1.04
H 3.97 -2.21 -3.95
H 3.73 -2.99 -0.30
H 3.77 -3.70 -1.94
H 4.07 -0.45 -3.79
C -3.66 -0.79 -2.43
H 4.02 0.57 -1.33
H -2.89 1.11 0.39
Ce 0.75 0.75 -1.69
N -0.73 0.19 2.24
H 5.45 -1.46 -3.26
H -1.46 -0.36 5.48
H 5.38 -0.51 -0.90
S 1.99 -1.52 -2.11
C 2.66 2.67 -2.04
C -0.89 -0.47 3.42
C -1.89 1.50 4.42
O -1.01 4.22 -1.84
C 4.36 -1.40 -3.32
H -2.58 1.69 6.36
H -3.20 -0.16 -3.20
C -3.70 -1.48 -0.02
H -3.50 -2.52 -0.33
O 3.45 3.51 -2.10
Fe 0.00 -0.55 0.67
H 3.87 -0.57 0.04
C -0.44 3.22 -1.77
H -0.54 -1.50 3.47
N -2.47 2.14 5.46
C 3.80 -1.54 -1.90
C 4.16 -2.89 -1.30
I 1.49 -2.45 1.18
I -0.07 0.48 -4.54
O 2.25 1.04 1.67
C -1.12 1.49 2.13
H 5.26 -2.96 -1.23
C 1.51 0.60 0.85
H -2.07 3.17 3.04
H -2.80 1.62 -1.33
H -3.49 -1.84 -2.70
H -0.94 1.99 1.17
C -1.42 0.17 4.54
C -1.73 2.15 3.18
H -4.79 -1.33 0.05
S -1.22 -0.96 -1.13
C 4.28 -0.43 -0.97
H -2.82 3.08 5.36
C -3.29 0.93 -0.62
H -4.37 1.16 -0.59
```

As for the multiplicity: 7. The value obtained for the energy is -4088.24742 Eh. The HOMO energy (spin up / spin down) is -20.54 / -20.51 eV. The charge is +4. The HOMO-LUMO gap (spin up / spin down) comes out at 0.20859 / 0.15078 Eh.

Below is a structure of composition C16H24Cl3GeN4O8Pb, with properties calculated with wB97M-V/def2-TZVPD.

```
57
C16H24Cl3GeN4O8Pb, DFT wB97M-V/def2-TZVPD
H 0.42 1.13 -3.50
C 3.00 -1.48 0.89
C -2.89 -0.16 -0.70
O -0.94 -1.75 4.74
C -3.10 -0.57 0.76
C 1.23 -1.50 -1.44
O 1.33 4.44 -1.66
H -1.12 -2.13 -0.93
O 0.58 3.30 0.12
C 1.89 -0.18 -1.82
C -1.23 0.61 -2.25
N 1.13 1.03 -1.51
H -2.67 -1.04 -1.30
H 0.41 -1.71 -2.13
O 0.16 -0.40 3.31
H -2.48 0.24 3.10
C 0.08 1.34 -2.47
H 2.10 -0.23 -2.90
H 2.86 -0.09 -1.34
H -3.16 2.36 -1.49
O 4.00 -2.18 0.74
H -1.09 -0.46 -2.38
Cl 6.01 -0.57 2.98
Cl 4.73 2.29 1.36
C -2.34 2.19 -0.78
N 0.68 -1.57 -0.07
H 1.81 -3.19 0.67
C -1.39 -2.26 1.20
H -3.81 -1.42 0.75
H -0.27 -3.45 -0.16
Pb 0.06 1.06 1.12
H -3.85 0.24 -1.07
H 1.23 -2.02 1.90
Ge 5.02 0.10 0.99
H -2.91 -1.49 3.28
O -4.00 2.88 0.77
C 2.04 2.19 -1.39
C -2.14 -0.78 2.94
C 1.63 -2.13 0.89
H -0.81 -2.60 2.06
H -0.11 2.41 -2.43
H 2.80 1.95 -0.64
H 1.96 -2.30 -1.59
H -3.59 0.24 1.30
O -2.04 2.14 1.57
Cl 5.52 0.12 -1.33
C -0.53 -2.39 -0.05
C -0.86 -1.01 3.75
C 1.27 3.44 -0.95
H -1.93 0.93 -3.04
O 3.09 -0.20 1.09
C -2.86 2.44 0.64
H 2.55 2.39 -2.34
H -1.54 2.90 -0.96
N -1.82 0.82 -0.93
H -2.23 -2.97 1.09
N -1.89 -0.92 1.49
```

As for the multiplicity: 2. The value obtained for the energy is -5095.70876 Eh. The HOMO energy (spin up / spin down) is -1.77 / -3.25 eV. The charge is -2. The HOMO-LUMO gap (spin up / spin down) comes out at 0.22054 / 0.27071 Eh.